1.
{"formula": "C6H6NO", "method": "ωB97M-V with the def2-TZVPD basis set", "orbital_gap_ev": [8.562, 7.596], "homo_ev": [-11.88, -15.45], "fmax_ha_per_bohr": 0.086, "multiplicity": 3, "total_charge": 1, "total_energy_ev": -9844.1116, "e_above_lowest_kcal_mol": 0.0, "lumo_energy_ev": [-3.31, -7.85], "symbols": ["C", "C", "C", "C", "C", "C", "N", "O", "H", "H", "H", "H", "H", "H"], "positions_angstrom": [[3.3827, 0.2859, 0.7927], [-2.2317, -0.1943, 0.7084], [-1.0559, -0.8824, 0.4054], [-2.1096, 1.0453, 0.0144], [-0.2846, -0.0584, -0.4919], [0.8650, -0.3867, -1.2314], [2.5403, 0.1448, 0.0671], [-1.0097, 1.0896, -0.6476], [3.9180, 0.6844, 1.6272], [-2.9389, -0.5920, 1.3568], [-0.7366, -1.9074, 0.6180], [-2.7906, 1.8058, -0.1862], [0.9761, -1.4544, -1.3929], [1.4755, 0.4198, -1.6399]], "atomic_forces_ev_per_a": [[1.5, 1.3, 2.6], [2.8, -0.2, -1.2], [0.0, 0.0, -0.2], [-1.9, -2.1, 1.9], [-2.4, -0.5, 1.2], [-0.1, 0.8, -1.2], [-1.0, -0.8, -1.0], [3.7, 0.7, -2.3], [0.7, -0.4, -0.1], [-1.5, -0.1, 0.8], [-0.4, 0.6, 0.3], [-1.0, 1.3, 0.1], [0.5, 0.3, -0.2], [-0.8, -0.9, -0.7]]}

2.
{"formula": "C5H7IN2O2", "method": "ωB97M-V with the def2-TZVPD basis set", "orbital_gap_ev": [7.505, 7.491], "homo_ev": [-7.96, -7.95], "fmax_ha_per_bohr": 0.082, "multiplicity": 1, "total_charge": 0, "total_energy_ev": -20470.8735, "e_above_lowest_kcal_mol": 68.0, "lumo_energy_ev": [-0.45, -0.46], "symbols": ["C", "C", "C", "C", "C", "N", "N", "O", "O", "I", "H", "H", "H", "H", "H", "H", "H"], "positions_angstrom": [[-0.6804, -0.9485, -0.1942], [1.3732, -2.0470, -0.0634], [-0.0504, 0.4307, 0.1544], [-0.1369, 1.2955, -1.0138], [-0.8692, 0.9734, 1.3333], [0.0894, -2.0621, -0.3199], [1.2484, 0.1850, 0.6529], [-1.8875, -1.0461, -0.3338], [2.3656, -2.6301, -0.0145], [2.8565, 0.9406, -0.2772], [-1.2295, 1.4212, -1.1108], [0.2822, 0.9786, -2.0348], [0.3454, 2.2874, -0.9133], [-1.9439, 0.7951, 0.9241], [-0.5209, 1.9755, 1.6829], [-0.7931, 0.2542, 2.3032], [-0.4487, -2.8032, -0.7751]], "atomic_forces_ev_per_a": [[-3.3, 2.5, 0.3], [0.2, 3.2, 1.2], [1.3, -1.6, 1.2], [-1.1, 1.8, -3.2], [-1.8, -2.0, 1.5], [0.2, -1.2, -0.7], [1.6, -3.6, 0.3], [1.1, -0.3, -0.2], [0.4, -0.6, -0.2], [0.7, 0.3, -0.3], [0.4, 0.4, -0.6], [-0.6, -0.3, 1.7], [-0.4, -0.5, 0.6], [1.4, 1.3, 1.3], [-0.7, -0.7, -0.7], [0.1, 1.5, -2.4], [0.6, -0.3, 0.3]]}

3.
{"formula": "C4H5NO", "method": "ωB97M-V with the def2-TZVPD basis set", "orbital_gap_ev": 8.710, "smiles": "Oc1ccc[nH]1", "homo_ev": -7.89, "fmax_ha_per_bohr": 0.011, "multiplicity": 1, "total_charge": 0, "total_energy_ev": -7766.0564, "e_above_lowest_kcal_mol": 10.8, "lumo_energy_ev": 0.82, "symbols": ["O", "C", "C", "C", "C", "N", "H", "H", "H", "H", "H"], "positions_angstrom": [[2.1620, 0.4686, 0.3261], [0.8712, 0.1460, 0.0210], [0.2412, -1.0709, -0.0466], [-1.1600, -0.8181, -0.0327], [-1.3402, 0.5345, 0.0049], [-0.0988, 1.1305, 0.0302], [2.8131, 0.0483, -0.2442], [0.7172, -2.0413, -0.0511], [-1.9423, -1.5607, 0.0211], [-2.2503, 1.1180, 0.0112], [0.0190, 2.1297, -0.0476]], "atomic_forces_ev_per_a": [[0.0, 0.5, -0.2], [-0.4, 0.0, 0.2], [0.1, 0.0, 0.1], [-0.1, 0.0, -0.1], [-0.1, -0.1, -0.1], [0.1, -0.1, 0.0], [-0.3, -0.1, -0.1], [0.0, 0.2, 0.1], [0.1, 0.1, -0.2], [0.2, 0.0, 0.0], [0.4, -0.3, 0.2]]}

4.
{"formula": "C35H54O6P3PdSe", "method": "ωB97M-V with the def2-TZVPD basis set", "orbital_gap_ev": 5.425, "homo_ev": -3.03, "fmax_ha_per_bohr": 0.023, "multiplicity": 1, "total_charge": -1, "total_energy_ev": -146156.8804, "e_above_lowest_kcal_mol": 19.0, "lumo_energy_ev": 2.40, "symbols": ["Pd", "C", "C", "C", "O", "P", "O", "C", "P", "O", "O", "C", "C", "C", "O", "C", "C", "C", "O", "C", "C", "C", "H", "H", "H", "H", "H", "H", "H", "H", "H", "H", "H", "H", "H", "H", "H", "H", "H", "H", "H", "H", "H", "H", "H", "H", "H", "H", "H", "H", "H", "H", "C", "P", "C", "C", "C", "C", "C", "C", "C", "C", "C", "C", "C", "C", "H", "H", "H", "H", "H", "H", "H", "H", "H", "H", "H", "H", "H", "C", "C", "C", "C", "C", "C", "Se", "C", "C", "C", "H", "H", "H", "H", "H", "H", "H", "H", "H", "H", "H"], "positions_angstrom": [[0.3300, 0.5432, 0.7740], [1.1603, 3.3094, -2.3760], [-0.1169, 3.2560, -3.1822], [-0.9402, 4.5247, -3.1308], [-0.9172, 2.1030, -2.7746], [-1.6862, 1.9859, -1.3917], [-1.2529, 2.9002, -0.3350], [-1.4756, 0.2203, -1.0914], [-2.4106, -0.4806, 0.2710], [-2.5419, 0.3524, 1.4746], [-3.8191, -0.7643, -0.4695], [-4.6218, -1.9321, -0.2350], [-5.5574, -2.0636, -1.4209], [-5.3522, -1.7812, 1.0878], [-1.8719, -1.9516, 0.5340], [-1.4881, -2.4104, 1.8654], [-2.0021, -3.8323, 1.9689], [0.0034, -2.3076, 2.0601], [-3.2378, 2.2211, -1.6992], [-4.0127, 1.4885, -2.6670], [-5.4382, 1.4995, -2.1547], [-3.8914, 2.1306, -4.0382], [1.7241, 4.2030, -2.6543], [1.7695, 2.4261, -2.5562], [0.9309, 3.3650, -1.3104], [0.1090, 3.0088, -4.2250], [-1.2027, 4.7813, -2.1062], [-1.8545, 4.4286, -3.7187], [-0.3481, 5.3426, -3.5481], [-0.3680, 0.0371, -0.9821], [-1.6992, -0.3288, -2.0102], [-3.9530, -2.7962, -0.1969], [-6.2769, -1.2457, -1.4439], [-6.1101, -3.0029, -1.3624], [-4.9907, -2.0592, -2.3505], [-5.9921, -0.8983, 1.0611], [-4.6451, -1.6577, 1.9089], [-5.9733, -2.6562, 1.2918], [-2.0055, -1.7621, 2.5787], [-1.5519, -4.4537, 1.1950], [-3.0873, -3.8713, 1.8648], [-1.7357, -4.2509, 2.9401], [0.5379, -3.0167, 1.4253], [0.2447, -2.5054, 3.1073], [0.3780, -1.2958, 1.8237], [-3.6539, 0.4551, -2.6959], [-5.8108, 2.5240, -2.1177], [-5.4830, 1.0728, -1.1551], [-6.0851, 0.9208, -2.8164], [-4.2306, 3.1673, -3.9951], [-4.5203, 1.5958, -4.7534], [-2.8668, 2.1148, -4.3992], [3.4766, 0.2491, 2.1786], [1.9755, 1.2970, 2.2355], [2.7299, 2.9384, 2.4734], [3.5197, 3.4073, 1.4188], [4.1061, 4.6595, 1.4799], [3.8996, 5.4694, 2.5916], [3.1080, 5.0167, 3.6317], [2.5255, 3.7570, 3.5752], [1.3155, 0.9070, 3.9108], [2.1153, 0.5069, 4.9816], [1.5552, 0.1459, 6.1978], [0.1781, 0.1893, 6.3681], [-0.6272, 0.5961, 5.3144], [-0.0629, 0.9482, 4.0961], [4.2300, 0.5298, 2.9149], [3.8819, 0.3050, 1.1679], [3.1640, -0.7852, 2.3301], [3.6620, 2.7906, 0.5376], [4.7123, 5.0051, 0.6527], [4.3487, 6.4539, 2.6375], [2.9361, 5.6452, 4.4973], [1.9059, 3.4124, 4.3930], [3.1921, 0.4681, 4.8700], [2.1989, -0.1717, 7.0095], [-0.2627, -0.0982, 7.3155], [-1.7040, 0.6285, 5.4225], [-0.7142, 1.2191, 3.2671], [4.0355, -5.9508, -3.1929], [3.6445, -4.5647, -2.7639], [2.3511, -4.2773, -2.3546], [1.9659, -3.0050, -1.9430], [0.5423, -2.7880, -1.5250], [2.8942, -1.9511, -1.9404], [2.4109, -0.1789, -1.4223], [4.2099, -2.2394, -2.3523], [5.2525, -1.1614, -2.3723], [4.5595, -3.5198, -2.7522], [3.1847, -6.6290, -3.1188], [4.8369, -6.3575, -2.5703], [4.3900, -5.9779, -4.2270], [1.6077, -5.0697, -2.3461], [0.0488, -3.7389, -1.3115], [-0.0211, -2.2794, -2.3139], [0.4879, -2.1435, -0.6485], [5.3587, -0.6982, -1.3892], [4.9627, -0.3492, -3.0427], [6.2180, -1.5626, -2.6878], [5.5846, -3.7007, -3.0625]], "atomic_forces_ev_per_a": [[1.0, 0.5, 0.2], [0.0, 0.1, 0.1], [-0.1, -0.3, -0.1], [0.0, 0.2, -0.1], [-0.1, 0.0, -0.1], [0.1, 0.1, 0.2], [-0.1, 0.1, 0.0], [0.0, -0.2, -0.2], [-0.4, 0.1, 0.1], [0.0, -0.1, 0.1], [0.3, -0.1, -0.1], [0.0, 0.1, 0.1], [0.0, -0.1, 0.1], [0.0, -0.1, 0.0], [0.1, 0.0, -0.1], [-0.3, 0.1, 0.0], [0.0, 0.0, 0.1], [0.2, 0.0, 0.0], [0.0, -0.1, -0.1], [0.0, 0.0, 0.0], [-0.1, 0.0, 0.0], [-0.1, 0.0, 0.0], [0.0, 0.0, 0.0], [0.0, -0.1, 0.0], [0.0, 0.0, 0.0], [0.0, 0.1, 0.1], [0.0, 0.0, 0.1], [0.0, 0.0, 0.0], [0.0, 0.0, 0.0], [-0.1, 0.1, -0.1], [-0.1, 0.0, 0.0], [0.0, 0.0, 0.0], [0.0, 0.1, 0.0], [0.0, 0.0, 0.0], [0.0, 0.0, 0.0], [0.0, 0.0, 0.0], [0.0, 0.0, 0.0], [0.0, 0.0, 0.0], [0.1, 0.0, 0.0], [0.0, 0.0, -0.1], [0.0, 0.0, 0.0], [0.0, 0.0, 0.0], [0.0, 0.0, 0.0], [0.0, 0.0, 0.0], [-0.1, 0.0, 0.0], [0.0, 0.0, 0.0], [0.0, 0.0, 0.0], [0.0, 0.0, 0.0], [0.0, 0.0, 0.0], [0.0, 0.0, 0.0], [0.0, 0.0, 0.0], [0.1, 0.0, 0.0], [0.0, 0.0, 0.0], [-0.8, -0.6, -0.1], [0.1, 0.0, -0.3], [0.0, 0.1, 0.0], [0.0, 0.0, 0.0], [0.1, 0.1, -0.1], [-0.1, 0.0, 0.1], [0.0, 0.0, 0.1], [0.2, 0.1, 0.1], [0.0, 0.0, 0.0], [0.0, 0.0, 0.0], [0.0, 0.0, 0.0], [0.0, 0.0, 0.0], [-0.2, 0.0, -0.1], [0.0, 0.0, 0.0], [0.0, 0.0, 0.0], [0.0, 0.0, 0.0], [0.0, 0.0, 0.0], [0.0, 0.0, 0.0], [0.0, 0.0, 0.0], [0.0, 0.0, 0.0], [0.0, 0.0, 0.0], [0.0, 0.0, 0.0], [0.0, 0.0, 0.0], [0.0, 0.0, 0.0], [0.0, 0.0, 0.0], [0.1, 0.0, 0.0], [0.1, -0.1, 0.0], [-0.1, 0.0, 0.0], [0.1, 0.0, 0.0], [-0.1, 0.0, 0.0], [0.0, 0.0, 0.0], [0.0, 0.0, 0.0], [-0.2, 0.0, 0.0], [0.1, 0.1, 0.0], [0.1, 0.1, 0.0], [0.0, -0.1, 0.0], [0.0, 0.0, 0.0], [0.0, 0.0, 0.0], [0.0, 0.0, 0.0], [0.0, 0.0, 0.0], [0.0, 0.0, 0.0], [0.0, 0.0, 0.0], [0.0, 0.0, 0.0], [0.0, 0.0, 0.0], [0.0, 0.0, 0.0], [0.0, 0.0, 0.0], [0.0, 0.0, 0.0]]}

5.
{"formula": "C17H25BrCl30O2P", "method": "ωB97M-V with the def2-TZVPD basis set", "orbital_gap_ev": 5.871, "homo_ev": -4.36, "fmax_ha_per_bohr": 0.037, "multiplicity": 1, "total_charge": -1, "total_energy_ev": -477131.2822, "lumo_energy_ev": 1.51, "symbols": ["C", "C", "P", "C", "C", "O", "Br", "C", "C", "C", "O", "H", "H", "H", "H", "H", "H", "H", "H", "H", "H", "H", "H", "H", "H", "H", "C", "Cl", "Cl", "Cl", "H", "C", "Cl", "Cl", "Cl", "H", "C", "Cl", "Cl", "Cl", "H", "C", "Cl", "Cl", "Cl", "H", "C", "Cl", "Cl", "Cl", "H", "C", "Cl", "Cl", "Cl", "H", "C", "Cl", "Cl", "Cl", "H", "C", "Cl", "Cl", "Cl", "H", "C", "Cl", "Cl", "Cl", "H", "C", "Cl", "Cl", "Cl", "H"], "positions_angstrom": [[0.8038, -5.4055, 1.1751], [1.5906, -4.5080, 0.5596], [0.9723, -2.8553, -0.2140], [-0.3322, -2.5659, 1.2994], [-0.9568, -1.2617, 1.4658], [-1.0272, -0.5618, 2.4301], [-1.9155, -0.6124, -0.1620], [2.4044, -1.8657, 0.6186], [2.5038, -1.6137, 2.1127], [2.9171, -2.8542, 2.9170], [3.5373, -0.6050, 2.3462], [-0.2750, -5.4330, 1.0186], [1.2310, -6.1728, 1.8247], [2.6648, -4.7048, 0.5101], [0.5108, -1.6452, -0.8789], [-0.0740, -3.6031, -0.8950], [1.8735, -3.0976, -1.3674], [-1.1725, -3.2238, 1.0358], [0.0187, -2.9217, 2.2724], [3.3436, -2.3560, 0.3198], [2.4161, -0.8897, 0.1103], [1.6282, -1.1616, 2.5855], [3.6753, -3.3920, 2.3292], [2.0987, -3.5610, 3.0488], [3.3840, -2.5713, 3.8615], [4.3851, -1.0346, 2.2019], [1.4177, 0.5263, -3.0784], [1.0730, 1.1656, -1.4775], [2.9185, -0.4042, -3.0871], [0.0740, -0.4531, -3.6706], [1.5370, 1.3647, -3.7493], [1.7121, 1.6544, 6.9654], [0.7610, 1.9385, 8.4304], [3.4271, 1.4987, 7.3597], [1.1310, 0.2396, 6.1018], [1.5961, 2.5161, 6.3220], [-1.7280, -2.1589, 4.8176], [-2.5777, -1.9163, 6.3535], [-0.0446, -2.5389, 5.1414], [-2.5273, -3.3969, 3.8553], [-1.7510, -1.2303, 4.2601], [-6.0733, -1.1442, 6.3010], [-7.1879, 0.2223, 6.3841], [-5.9669, -1.9646, 7.8607], [-6.5488, -2.2656, 5.0295], [-5.0904, -0.7620, 6.0537], [-0.3121, 3.5459, -5.6834], [0.2347, 5.2043, -5.9611], [0.9873, 2.3954, -5.9957], [-0.9257, 3.3529, -4.0437], [-1.1165, 3.3374, -6.3757], [-3.5917, 1.2051, 3.4685], [-4.3801, -0.3691, 3.3785], [-4.7503, 2.5276, 3.2952], [-2.7318, 1.3738, 4.9999], [-2.8720, 1.2648, 2.6584], [-3.3956, -3.9395, -2.6469], [-1.9330, -4.5711, -1.9020], [-3.0481, -2.4975, -3.6001], [-4.2100, -5.1593, -3.6573], [-4.0820, -3.6604, -1.8589], [3.1146, 2.7902, -9.5621], [3.6120, 3.2211, -11.2031], [2.2810, 4.1331, -8.7879], [2.1075, 1.3423, -9.5754], [4.0065, 2.5714, -8.9906], [2.2371, 8.2695, -8.5779], [1.8569, 8.8785, -6.9658], [3.8032, 7.4627, -8.5871], [0.9537, 7.2044, -9.1560], [2.2955, 9.1140, -9.2507], [-0.4221, 3.7944, 1.2381], [-0.4214, 4.2440, -0.4721], [-2.0711, 3.8772, 1.8666], [0.2106, 2.1743, 1.4829], [0.2058, 4.4989, 1.7661]], "atomic_forces_ev_per_a": [[0.8, 0.1, -0.4], [-0.8, -0.2, 0.4], [0.8, -0.6, -1.6], [-1.0, -0.1, 0.4], [0.1, -0.7, 0.1], [0.1, 0.6, 0.1], [-0.2, 0.0, 0.0], [0.0, 0.1, 0.2], [0.9, 0.1, 0.6], [0.1, -0.1, -0.6], [-0.3, 0.1, 0.1], [0.0, 0.4, 0.5], [-0.2, -0.3, -0.5], [0.0, 0.3, 0.5], [-0.1, -0.1, 0.3], [0.3, 0.2, 0.3], [0.0, 0.0, 0.2], [0.3, 0.0, -0.3], [0.2, 0.3, -0.1], [-0.1, -0.1, 0.0], [-0.2, -0.2, 0.1], [-0.1, 0.0, -0.3], [0.0, 0.0, 0.1], [0.0, 0.1, 0.2], [-0.3, 0.1, 0.1], [0.0, 0.0, -0.1], [-0.1, -0.1, 0.1], [0.1, 0.1, -0.1], [0.0, 0.0, 0.0], [0.0, 0.0, 0.0], [0.0, 0.0, 0.0], [0.0, -0.1, -0.1], [0.0, 0.0, 0.0], [0.0, 0.0, 0.0], [0.0, 0.1, 0.1], [0.0, 0.0, 0.0], [-0.1, 0.2, 0.1], [-0.1, -0.1, 0.1], [0.1, -0.3, -0.2], [0.0, -0.1, 0.1], [0.0, -0.1, 0.0], [0.0, 0.0, 0.0], [0.0, 0.0, 0.0], [0.0, 0.0, 0.0], [-0.1, -0.1, 0.1], [0.0, 0.0, 0.0], [0.0, 0.0, 0.2], [0.0, 0.0, 0.0], [0.0, 0.0, -0.1], [0.0, 0.0, 0.0], [0.0, 0.0, 0.0], [0.1, 0.0, -0.1], [0.0, 0.2, -0.1], [-0.2, -0.1, -0.1], [0.1, 0.0, 0.0], [0.0, 0.0, 0.0], [0.1, -0.2, 0.0], [-0.5, 0.1, -0.3], [0.0, 0.0, 0.0], [0.0, 0.0, 0.0], [0.0, 0.0, 0.0], [-0.1, 0.0, 0.0], [0.0, 0.0, 0.0], [0.1, -0.1, -0.1], [0.0, 0.0, 0.0], [0.0, 0.0, 0.0], [-0.1, 0.0, 0.0], [0.0, 0.0, 0.0], [0.0, 0.0, 0.0], [0.0, 0.1, 0.0], [0.0, 0.0, 0.0], [-0.1, -0.3, -0.2], [0.1, 0.1, 0.0], [0.0, 0.2, 0.1], [0.1, 0.1, 0.1], [-0.1, 0.0, 0.1]]}

6.
{"formula": "C5H4O3", "method": "ωB97M-V with the def2-TZVPD basis set", "orbital_gap_ev": 9.807, "smiles": "C=Cc1coc(=O)o1", "homo_ev": -9.15, "fmax_ha_per_bohr": 0.113, "multiplicity": 1, "total_charge": 0, "total_energy_ev": -11388.7872, "e_above_lowest_kcal_mol": 82.6, "lumo_energy_ev": 0.65, "symbols": ["C", "C", "C", "C", "C", "H", "H", "H", "H", "O", "O", "O"], "positions_angstrom": [[-0.4138, 2.1399, -0.3457], [0.4789, 1.4380, 0.2841], [0.3352, -0.0625, 0.3681], [1.0225, -1.2108, 0.5473], [-0.8327, -1.8436, -0.3325], [-1.1993, 1.1780, -0.8336], [-0.4836, 3.2574, -0.8040], [1.3294, 1.6726, 0.8748], [2.0523, -1.2945, 1.0074], [0.3296, -2.2607, 0.2190], [-1.5980, -2.5473, -1.0158], [-1.0205, -0.4665, 0.0310]], "atomic_forces_ev_per_a": [[-3.6, -0.6, -4.4], [1.5, -2.6, 1.8], [-2.1, 0.2, -0.1], [3.2, 4.5, 1.8], [-3.8, -0.8, -1.7], [1.8, 4.2, 1.1], [0.4, -3.0, 1.9], [0.8, 1.2, 0.1], [-1.5, -0.2, -1.0], [-1.6, -2.6, -1.0], [2.9, 2.8, 2.8], [2.2, -3.2, -1.3]]}

What is the formula in the fifth record?
C17H25BrCl30O2P